{"formula": "C5H8S3", "method": "wB97M-V/def2-TZVPD", "largest_force_ev_per_a": 8.9, "de_lowest_ev": 3.152, "e_tot_ev": -37817.016, "e_homo_ev": -8.42, "species": ["C", "C", "C", "C", "C", "H", "H", "H", "H", "H", "H", "H", "H", "S", "S", "S"], "coordinates": [[3.137865, 0.442783, 0.714809], [2.552476, -0.335561, -0.516952], [-0.344917, -0.414851, -0.240909], [-3.182858, -0.023145, -0.519373], [-4.157105, 0.125698, 0.452371], [2.539007, 1.272077, 1.080653], [4.271512, 0.707748, 0.262471], [3.455998, -0.111449, 1.688458], [2.295297, 0.540214, -1.239698], [3.073680, -1.251376, -1.018018], [-3.339076, 0.326512, -1.594510], [-4.129170, -0.546285, 1.275182], [-4.871673, 0.679382, 0.216616], [1.032527, -1.494656, -0.257095], [-0.351454, 1.243924, -0.372671], [-1.982112, -1.161015, 0.068659]], "forces_ev_per_angstrom": [[4.0, -1.9, -0.1], [-1.3, -0.3, -0.4], [-1.3, 1.3, 0.3], [-2.0, 0.3, 1.5], [7.6, -4.4, -1.8], [0.1, 0.2, -0.7], [-3.1, 0.1, 1.3], [-0.9, 0.2, -1.9], [0.1, -2.1, 0.8], [0.3, 2.4, 1.0], [0.8, -0.3, 1.8], [0.0, 0.3, 1.0], [-6.6, 4.5, -1.5], [-0.2, 1.6, 0.0], [0.6, -1.0, -0.2], [1.8, -1.0, -1.0]]}